# C15H30BrF5N4O8PS

A cluster of 3 separate species, C15H30BrF5N4O8PS in total at a distorted geometry (ωB97M-V/def2-TZVPD, OMol25).

Properties
Total charge: +1
Energy above the lowest of the compared OMol25 structures with the same formula, charge and spin: 21.49 kJ/mol
F_max: 1.2 eV/Å
LUMO: -5.13 eV
Kohn-Sham gap: 6.86 eV

Geometry (Å):
N (-2.3154, -3.3401, 0.1486)
C (-3.3074, -2.3146, 0.2540)
O (-4.2543, -2.2875, -0.4815)
C (-3.1521, -1.2613, 1.3370)
C (-1.9519, -0.3269, 1.1003)
N (-1.1637, -0.1354, 2.3608)
C (0.0292, 0.5025, 2.1171)
N (0.0087, 1.8492, 1.7000)
N (1.1642, -0.1426, 2.2711)
C (2.5032, 0.4767, 2.0398)
C (3.1478, 1.0032, 3.3338)
C (3.1702, 2.5384, 3.4605)
C (4.5058, 3.1761, 3.0771)
O (4.4017, 3.6635, 1.7298)
C (4.8807, 2.8471, 0.7740)
O (4.4540, 2.8416, -0.3420)
S (1.2569, -1.7961, 2.8188)
O (2.5932, -1.9825, 3.2393)
O (0.2050, -2.0971, 3.7017)
C (1.0844, -2.7972, 1.2375)
F (0.2552, -3.7838, 1.5429)
F (0.5840, -2.0234, 0.2572)
C (2.4428, -3.3971, 0.7480)
F (2.8604, -4.3415, 1.5479)
F (2.1989, -3.9113, -0.4492)
F (3.3489, -2.4411, 0.6106)
P (-2.1537, 0.6652, 3.6227)
O (-2.6274, 2.0431, 2.9794)
Br (-0.4432, 1.3249, 4.9486)
H (-1.4647, -2.9964, -0.2798)
H (-2.1093, -3.7629, 1.0464)
H (-4.0839, -0.7117, 1.4280)
H (-2.9900, -1.7765, 2.2876)
H (-2.3614, 0.6155, 0.7368)
H (-1.3320, -0.7277, 0.3042)
H (0.5048, 2.4305, 2.3754)
H (0.4692, 1.9550, 0.7948)
H (3.1283, -0.3058, 1.6251)
H (2.4191, 1.2348, 1.2683)
H (2.6203, 0.5889, 4.1901)
H (4.1597, 0.6120, 3.4071)
H (2.4209, 3.0207, 2.8371)
H (2.9678, 2.7956, 4.4989)
H (4.7315, 4.0237, 3.7159)
H (5.3290, 2.4661, 3.1641)
H (5.7005, 2.1883, 1.1025)
H (-2.2214, 2.2812, 2.1308)
C (-1.1829, -2.0601, -3.4596)
C (-0.7627, -0.6040, -3.4435)
O (-0.7563, -0.0760, -2.1059)
H (-2.1757, -2.1783, -3.0217)
H (-1.2034, -2.4514, -4.4762)
H (-0.4868, -2.6717, -2.8760)
H (-1.4557, 0.0142, -4.0086)
H (0.2297, -0.4806, -3.8840)
H (-0.1197, -0.6060, -1.6146)
C (-4.5675, 1.5016, -6.9930)
C (-3.0961, 1.2456, -6.7329)
O (-2.6511, 1.8495, -5.5172)
H (-4.7638, 2.5730, -7.0325)
H (-4.8822, 1.0531, -7.9355)
H (-5.1813, 1.0807, -6.1929)
H (-2.4847, 1.6790, -7.5220)
H (-2.8980, 0.1681, -6.7031)
H (-3.1763, 1.4802, -4.8000)